# 1
Here is a cluster of 3 separate species, C23H54BN2O10S2 in total at a distorted geometry from the Open Molecules 2025 dataset. Energies are from ωB97M-V with the def2-TZVPD basis set.

Each line ends with the Mulliken charge.
Positions of all 92 atoms, in Å:
C -5.18 1.89 3.12  -1.136
C -3.99 0.89 3.07  -0.136
C -3.73 0.40 1.65  -0.446
C -2.40 -0.38 1.40  0.623
C -1.85 -0.99 2.70  -1.879
B -1.27 0.65 0.69  0.434
C 0.10 -0.24 0.54  -1.603
O 1.04 0.24 -0.44  -0.219
C 2.23 -0.48 -0.51  -0.602
C 3.40 0.49 -0.57  -0.448
O 4.57 -0.12 -1.13  -0.378
C 5.25 -0.99 -0.26  -0.354
C 6.61 -0.44 0.12  -0.793
O 6.49 0.78 0.83  -0.378
C 6.90 1.94 0.12  -0.112
C 6.05 3.12 0.55  -1.130
N -1.07 1.85 1.66  -0.086
C 0.25 2.46 1.71  -0.069
C 0.20 3.82 2.41  -1.573
N -1.89 1.14 -0.67  0.960
C -1.93 0.15 -1.74  -1.302
C -1.45 2.39 -1.13  0.519
C -2.44 3.53 -0.94  -1.220
O -0.37 2.64 -1.65  -0.587
H -6.11 1.35 3.27  0.216
H -5.05 2.53 4.00  0.389
H -5.24 2.49 2.22  0.235
H -3.12 1.39 3.47  0.238
H -4.25 0.07 3.74  0.286
H -4.57 -0.23 1.35  0.491
H -3.76 1.28 0.99  -0.461
H -2.62 -1.24 0.76  0.335
H -1.43 -0.22 3.35  0.192
H -1.05 -1.70 2.47  0.365
H -2.63 -1.55 3.22  0.420
H 0.62 -0.37 1.50  0.546
H -0.20 -1.26 0.24  0.237
H 2.35 -1.15 0.35  0.389
H 2.27 -1.11 -1.41  0.123
H 3.63 0.89 0.41  0.309
H 3.13 1.30 -1.24  0.370
H 4.70 -1.20 0.66  0.289
H 5.42 -1.96 -0.74  0.398
H 7.11 -1.16 0.77  0.398
H 7.22 -0.33 -0.78  0.381
H 6.80 1.80 -0.96  0.246
H 7.96 2.13 0.33  0.361
H 6.42 4.02 0.08  0.393
H 6.04 3.23 1.63  0.271
H 5.02 2.95 0.23  0.201
H -1.78 2.57 1.54  0.222
H 0.91 1.82 2.32  0.157
H 0.73 2.58 0.73  0.229
H 1.20 4.26 2.47  0.424
H -0.19 3.70 3.42  0.306
H -0.45 4.50 1.85  0.285
H -2.84 0.24 -2.34  0.204
H -1.88 -0.86 -1.34  0.363
H -1.08 0.27 -2.43  0.269
H -2.10 4.22 -0.17  0.171
H -3.41 3.14 -0.62  0.237
H -2.59 4.06 -1.88  0.440
O 8.16 -2.77 -3.12  -0.670
S 7.05 -3.67 -3.23  1.274
O 6.43 -4.18 -2.05  -0.603
O 7.49 -4.89 -4.16  -0.275
C 8.72 -5.57 -3.82  -0.354
C 8.55 -6.53 -2.66  -0.977
C 5.83 -2.99 -4.29  -0.875
H 9.50 -4.83 -3.62  0.331
H 9.00 -6.10 -4.73  0.272
H 8.35 -6.01 -1.73  0.291
H 9.46 -7.12 -2.54  0.382
H 7.71 -7.21 -2.85  0.260
H 6.31 -2.65 -5.20  0.319
H 5.38 -2.15 -3.75  0.310
H 5.08 -3.75 -4.49  0.325
O -7.69 0.99 0.48  -0.495
S -9.08 1.25 0.33  1.170
O -9.82 1.86 1.39  -0.632
O -9.81 -0.10 -0.10  -0.324
C -9.54 -1.27 0.70  -0.262
C -10.32 -1.29 1.99  -0.983
C -9.37 2.14 -1.16  -0.986
H -8.46 -1.35 0.88  0.276
H -9.82 -2.11 0.07  0.266
H -9.98 -0.50 2.67  0.289
H -10.19 -2.25 2.49  0.384
H -11.38 -1.13 1.80  0.266
H -8.84 1.64 -1.97  0.308
H -8.96 3.14 -1.01  0.366
H -10.44 2.19 -1.34  0.341

Calculated values
HOMO-LUMO gap ... 0.215 Eh
Charge ... -1
Max |F| ... 1.1 eV Å⁻¹
HOMO ... -3.9 eV

***

# 2
Here is a cluster of 2 separate species, C4H12S in total at a distorted geometry from the Open Molecules 2025 dataset. Energies are from ωB97M-V with the def2-TZVPD basis set.

Each line ends with the Mulliken spin population.
Positions of all 17 atoms, in Å:
C 1.79 -2.86 3.65  0.851
C 1.05 -2.42 4.87  0.339
H 1.37 -2.66 2.68  -0.351
H 2.09 -3.95 3.74  -0.097
H 2.72 -2.33 3.58  -0.114
H 0.08 -2.91 4.98  -0.105
H 1.64 -2.72 5.82  -0.043
H 1.12 -1.37 4.79  -0.193
C -1.81 2.60 -2.52  0.846
S -1.00 0.98 -2.47  -0.488
C 0.69 0.94 -1.69  1.553
H -1.75 3.21 -1.67  -0.201
H -2.96 2.23 -2.50  -0.048
H -1.62 3.03 -3.43  -0.152
H 1.46 0.41 -2.13  -0.297
H 1.09 1.76 -1.24  -0.443
H 0.50 0.09 -0.96  -0.059

Calculated values
HOMO-LUMO gap (alpha / beta) ... 0.077 / 0.309 Eh
Spin multiplicity ... 2
Charge ... -1
Max |F| ... 4.6 eV Å⁻¹
HOMO (alpha / beta) ... 1.3 / -5.0 eV

***

# 3
Here is a cluster of 2 separate species, CH3F3NPS3 in total at a distorted geometry from the Open Molecules 2025 dataset. Energies are from ωB97M-V with the def2-TZVPD basis set.

Each line ends with the Mulliken charge.
Positions of all 12 atoms, in Å:
C 0.34 1.99 -0.94  0.744
N -0.88 1.30 -1.21  -0.170
F 1.30 1.63 -1.78  -0.254
F 0.79 1.61 0.28  -0.253
F 0.19 3.27 -0.99  -0.256
P -0.82 -0.41 -1.08  0.173
S -2.14 -1.03 -2.60  -0.173
S -2.10 -0.77 0.63  -0.191
S 1.31 -3.14 0.51  -0.170
H -1.56 1.95 -1.56  0.241
H -3.18 -0.18 0.08  0.149
H 1.69 -3.02 1.80  0.160

Calculated values
HOMO-LUMO gap (alpha / beta) ... 0.255 / 0.237 Eh
Max |F| ... 2.6 eV Å⁻¹
HOMO (alpha / beta) ... -9.5 / -9.3 eV

***

# 4
Here is a structure of composition C31H48FeN2O6P2S2SbSe4 at a distorted geometry from the Open Molecules 2025 dataset. Energies are from ωB97M-V with the def2-TZVPD basis set.

Each line ends with the Mulliken spin population.
Positions of all 97 atoms, in Å:
Fe -0.50 0.45 0.10  2.387
S -0.98 0.24 -2.00  -0.119
C -2.46 -0.56 -2.03  0.007
N -3.16 -0.73 -3.10  0.030
C -4.35 -1.60 -3.06  -0.001
C -5.12 -1.34 -1.81  -0.005
N -4.22 -1.50 -0.64  0.020
C -4.86 -1.99 0.61  -0.003
C -6.03 -1.14 1.01  0.007
C -7.31 -1.68 0.97  0.001
C -8.40 -0.91 1.35  0.000
C -8.21 0.40 1.75  0.001
C -6.93 0.94 1.80  0.007
C -5.84 0.17 1.43  -0.007
C -3.00 -1.11 -0.70  0.020
S -1.99 -1.06 0.62  -0.110
C -2.72 -0.30 -4.47  -0.006
C -2.46 -1.50 -5.34  0.002
C -3.32 -1.79 -6.40  0.000
C -3.07 -2.89 -7.23  0.000
C -1.97 -3.70 -6.98  0.000
C -1.12 -3.42 -5.91  0.000
C -1.37 -2.33 -5.09  0.000
H -4.03 -2.64 -3.12  0.001
H -4.97 -1.40 -3.93  0.000
H -5.93 -2.05 -1.73  0.000
H -5.54 -0.34 -1.79  0.002
H -4.11 -2.01 1.39  0.000
H -5.18 -3.01 0.43  0.001
H -7.46 -2.71 0.64  0.000
H -9.40 -1.34 1.33  0.000
H -9.06 1.01 2.04  0.000
H -6.78 1.95 2.15  -0.007
H -4.84 0.60 1.48  0.002
H -1.84 0.31 -4.37  0.002
H -3.51 0.32 -4.88  0.000
H -4.18 -1.15 -6.60  0.000
H -3.73 -3.11 -8.06  0.000
H -1.77 -4.55 -7.63  0.000
H -0.26 -4.05 -5.72  0.000
H -0.69 -2.11 -4.27  0.000
C -0.47 2.02 4.40  -0.038
C 0.55 0.96 4.72  0.003
C 1.12 1.08 6.11  -0.001
O 1.67 1.12 3.74  0.005
P 1.80 0.15 2.54  -0.002
O 0.53 -0.05 1.77  0.029
C 3.04 0.89 1.47  0.000
P 2.31 1.97 0.25  0.021
O 1.29 1.21 -0.53  0.036
O 3.53 2.44 -0.60  -0.006
C 3.44 2.82 -2.05  0.001
C 4.83 2.67 -2.61  0.000
C 2.87 4.21 -2.17  0.000
O 1.67 3.20 0.97  0.000
C 2.43 4.37 1.47  -0.002
C 1.54 5.56 1.25  -0.006
C 2.81 4.17 2.92  0.000
O 2.27 -1.26 3.00  -0.001
C 3.56 -1.76 3.59  0.000
C 4.41 -2.30 2.47  0.000
C 4.28 -0.72 4.42  0.000
H -1.36 1.86 5.01  -0.003
H -0.76 1.98 3.35  0.037
H -0.07 3.01 4.62  -0.001
H 0.12 -0.03 4.58  0.000
H 1.69 2.01 6.20  0.000
H 1.77 0.25 6.37  0.000
H 0.30 1.11 6.83  0.000
H 3.50 0.07 0.92  0.000
H 3.81 1.41 2.05  -0.001
H 2.77 2.10 -2.51  0.000
H 5.52 3.35 -2.10  0.000
H 4.82 2.91 -3.67  0.000
H 5.19 1.65 -2.49  0.000
H 3.51 4.93 -1.65  0.000
H 1.86 4.27 -1.77  0.001
H 2.83 4.49 -3.23  0.000
H 3.32 4.46 0.85  -0.003
H 0.66 5.50 1.89  0.030
H 1.22 5.62 0.21  -0.008
H 2.08 6.47 1.50  -0.001
H 1.94 3.83 3.49  0.001
H 3.14 5.13 3.33  -0.001
H 3.62 3.45 3.05  0.000
H 3.23 -2.57 4.22  0.000
H 4.89 -1.50 1.89  0.000
H 3.81 -2.92 1.79  0.000
H 5.20 -2.93 2.89  0.000
H 4.61 0.14 3.82  0.000
H 5.18 -1.18 4.85  0.000
H 3.67 -0.35 5.24  0.000
Se -2.40 5.99 -0.78  0.937
Sb -2.89 4.23 0.87  -0.011
Se -2.87 5.18 3.14  0.981
Se -5.20 3.84 0.42  0.400
Se -1.50 2.16 0.47  0.370

Calculated values
HOMO-LUMO gap (alpha / beta) ... 0.237 / 0.200 Eh
Spin multiplicity ... 6
Charge ... +2
Max |F| ... 5.5 eV Å⁻¹
HOMO (alpha / beta) ... -12.8 / -12.5 eV

***

# 5
Here is a cluster of 3 separate species, C5H12N2O in total at a distorted geometry from the Open Molecules 2025 dataset. Energies are from ωB97M-V with the def2-TZVPD basis set.

Each line ends with the Mulliken charge.
Positions of all 20 atoms, in Å:
C -1.22 -0.09 -0.98  -0.081
C -0.22 -0.89 0.69  0.574
C 0.25 0.44 0.57  -0.860
C -2.28 0.99 -0.91  -1.292
N 0.50 -1.96 0.30  -0.360
C 2.81 0.40 1.39  -0.291
O -0.38 0.02 -2.08  -0.536
N 1.71 0.46 1.97  -0.611
H -0.01 0.92 -2.11  0.333
H -1.71 -1.05 -1.12  0.385
H -0.97 -1.10 1.45  0.384
H 0.44 -2.85 0.76  0.202
H 1.31 -1.80 -0.28  0.196
H 1.02 0.66 -0.17  0.185
H -0.32 1.23 1.03  0.320
H -2.92 0.82 -0.05  0.314
H -2.89 0.99 -1.82  0.371
H -1.81 1.98 -0.79  0.366
H 2.92 0.31 0.26  0.116
H 3.78 0.53 1.89  0.285

Calculated values
HOMO-LUMO gap ... 0.277 Eh
Max |F| ... 4.2 eV Å⁻¹
HOMO ... -6.7 eV

***

# 6
Here is the molecule C18H19NO3S at a distorted geometry from the Open Molecules 2025 dataset. Energies are from ωB97M-V with the def2-TZVPD basis set.

Each line ends with the Mulliken charge.
Positions of all 42 atoms, in Å:
C 5.01 0.43 1.88  -0.940
N 3.84 -0.55 1.80  0.226
C 3.72 -1.46 2.93  -1.134
C 2.61 -0.03 1.09  -0.052
C 1.74 0.71 2.08  -0.661
C 0.40 1.10 1.47  -0.149
S -0.27 2.75 1.99  1.229
O -1.58 2.58 2.63  -0.609
O 0.70 3.44 2.87  -0.669
O -0.52 3.58 0.60  -0.466
C -0.20 0.23 0.54  0.812
C -1.48 0.57 -0.03  -0.421
C -1.52 0.99 -1.39  -0.045
C -2.77 1.28 -1.94  -0.847
C -3.92 1.35 -1.14  -0.341
C -3.87 0.99 0.21  -0.751
C -2.66 0.56 0.76  0.040
C 0.51 -0.96 0.02  0.354
C -0.17 -1.95 -0.78  -0.655
C 0.52 -3.03 -1.35  -0.673
C 1.88 -3.22 -1.05  -0.718
C 2.56 -2.27 -0.27  -0.519
C 1.91 -1.12 0.32  -0.149
H 5.90 -0.13 2.20  0.319
H 5.19 0.89 0.89  0.277
H 4.83 1.16 2.67  0.339
H 2.88 -2.15 2.84  0.342
H 4.60 -2.05 3.07  0.367
H 3.54 -0.88 3.86  0.331
H 2.92 0.74 0.35  0.365
H 2.33 1.57 2.42  0.538
H 1.54 0.05 2.97  0.289
H -1.49 3.58 0.56  0.376
H -0.61 1.08 -2.00  0.487
H -2.94 1.52 -2.99  0.356
H -4.87 1.70 -1.55  0.381
H -4.73 1.01 0.86  0.396
H -2.58 0.20 1.77  0.443
H -1.25 -1.92 -0.98  0.401
H 0.02 -3.71 -2.03  0.410
H 2.42 -4.03 -1.51  0.407
H 3.65 -2.42 -0.08  0.316

Calculated values
HOMO-LUMO gap ... 0.288 Eh
Max |F| ... 3.5 eV Å⁻¹
HOMO ... -8.2 eV
SMILES string ... CN(C)[C@@H]1CC(S(=O)(=O)O)=C(c2ccccc2)c2ccccc21

***

# 7
Here is the molecule C26H37N5O3 at a distorted geometry from the Open Molecules 2025 dataset. Energies are from ωB97M-V with the def2-TZVPD basis set.

Each line ends with the Mulliken charge.
Positions of all 71 atoms, in Å:
C 2.77 2.17 2.11  -1.429
C 1.72 1.40 1.30  0.238
N 0.92 2.16 0.37  1.015
C 1.45 2.36 -0.96  -0.079
C 2.74 3.18 -1.09  -1.538
C 0.14 3.25 0.91  -1.095
C -1.29 3.21 0.35  -0.983
C -1.93 1.86 0.64  0.335
N -3.11 1.65 -0.17  -0.012
C -4.08 0.79 0.20  0.417
O -4.14 0.29 1.31  -0.684
C -5.10 0.49 -0.89  -0.788
C -4.43 -0.34 -2.02  -1.985
C -3.17 -1.01 -1.53  0.787
C -3.18 -1.98 -0.56  1.596
C -4.46 -2.57 -0.06  -2.186
N -2.01 -2.45 -0.02  0.059
C -1.96 -3.12 1.26  -1.003
C -1.86 -2.10 2.39  -0.644
C -0.82 -1.97 -0.51  0.641
C 0.49 -2.23 -0.18  -0.759
C 1.24 -1.42 -1.06  0.033
C 2.69 -1.27 -1.17  0.710
C 3.20 -0.71 -2.34  -0.489
C 4.56 -0.49 -2.49  -0.922
C 5.42 -0.84 -1.47  -0.700
C 4.93 -1.39 -0.30  -0.670
C 3.57 -1.61 -0.13  0.718
O 3.03 -2.13 1.01  -0.296
C 3.86 -2.35 2.12  -1.045
N 0.44 -0.72 -1.85  -1.533
N -0.80 -1.05 -1.52  0.723
C -1.95 -0.43 -2.03  0.410
O -1.88 0.51 -2.80  -0.719
H 3.24 1.49 2.82  0.484
H 3.55 2.58 1.47  0.262
H 2.32 2.98 2.67  0.336
H 1.03 0.92 2.01  0.164
H 2.21 0.61 0.73  -0.419
H 0.67 2.85 -1.55  0.334
H 1.61 1.38 -1.41  -0.115
H 2.67 4.10 -0.52  0.313
H 3.60 2.61 -0.73  0.261
H 2.91 3.43 -2.13  0.450
H 0.58 4.23 0.71  0.300
H 0.08 3.12 2.00  0.576
H -1.88 4.02 0.79  0.369
H -1.26 3.36 -0.73  0.439
H -1.18 1.09 0.42  -0.419
H -2.23 1.77 1.68  0.209
H -3.02 1.89 -1.15  0.349
H -5.50 1.42 -1.29  0.435
H -5.91 -0.07 -0.43  0.426
H -5.14 -1.05 -2.43  0.512
H -4.12 0.33 -2.83  0.392
H -4.37 -3.65 0.07  0.615
H -4.73 -2.11 0.89  0.323
H -5.26 -2.38 -0.76  0.394
H -2.84 -3.74 1.39  0.450
H -1.09 -3.78 1.26  0.481
H -0.92 -1.55 2.32  0.074
H -2.68 -1.38 2.32  0.167
H -1.90 -2.60 3.35  0.461
H 0.87 -2.90 0.56  0.549
H 2.50 -0.45 -3.11  0.452
H 4.94 -0.06 -3.40  0.409
H 6.48 -0.68 -1.57  0.409
H 5.63 -1.64 0.49  0.420
H 3.20 -2.69 2.92  0.273
H 4.37 -1.44 2.43  0.381
H 4.61 -3.13 1.91  0.364

Calculated values
HOMO-LUMO gap ... 0.304 Eh
Max |F| ... 1.0 eV Å⁻¹
HOMO ... -7.6 eV
SMILES string ... CCN(CC)CCCNC(=O)CCc1c(C)n(CC)c2cc(-c3ccccc3OC)nn2c1=O

***

# 8
Here is a cluster of 2 separate species, C3H5N3O in total at a distorted geometry from the Open Molecules 2025 dataset. Energies are from ωB97M-V with the def2-TZVPD basis set.

Each line ends with the Mulliken charge.
Positions of all 12 atoms, in Å:
C 1.03 -0.15 -0.02  0.342
C -0.14 -1.00 -0.15  -0.490
C -0.50 1.31 -0.12  -0.187
H 2.97 0.04 -0.56  0.271
H 2.64 -1.85 0.30  0.292
H -0.16 -2.04 0.06  0.358
H -2.79 -0.19 0.83  0.350
H -1.04 2.18 0.20  0.343
N 2.35 -0.50 0.12  -0.556
N -1.06 -0.01 -0.09  0.228
N 0.79 1.32 0.09  -0.488
O -2.33 -0.59 0.00  -0.464

Calculated values
HOMO-LUMO gap ... 0.294 Eh
Max |F| ... 7.6 eV Å⁻¹
HOMO ... -7.4 eV

***

max |F| of number 2 (C4H12S)?
4.6 eV Å⁻¹